[1]
172
Properties=species:S:1:pos:R:3:forces:R:3 method="wB97M-V/def2-TZVPD" lumo_energy_ha=-0.09689 energy_ev=-170295.965 charge=+1 largest_force_ev_per_a=3.25
O -1.343102 -5.409267 1.585719 0.62 0.17 -0.05
C -1.928565 -4.198974 2.012383 -0.57 0.20 0.06
C -1.477251 -2.895073 1.341210 -0.08 -0.34 0.34
C -1.848185 -2.581636 -0.133389 0.41 -0.62 0.73
C -1.566760 -1.062208 -0.342058 0.41 0.25 0.33
C -0.515720 -0.351395 0.554130 -0.33 0.66 -0.28
C -0.060767 0.964964 -0.133118 0.07 -0.08 -0.08
C 1.303103 0.995625 -0.868981 -1.10 -0.33 -0.58
C 1.188131 0.813161 -2.404384 0.63 0.15 0.34
C 2.488954 0.270753 -3.030958 -0.24 0.41 -0.20
C 2.288231 -0.226627 -4.455909 0.14 -0.49 0.42
S 3.819434 -0.471407 -5.421138 -0.30 0.42 -0.71
C 4.759261 -1.701018 -4.662307 0.66 -0.30 1.02
N 5.911144 -1.528569 -4.098060 -0.09 1.64 -0.22
N 6.367857 -2.721757 -3.696151 0.92 -1.23 0.63
C 5.481501 -3.603037 -4.008374 0.54 1.29 0.03
O 4.457893 -3.016087 -4.628942 -1.97 -1.00 -0.73
C -0.824525 -3.480578 -0.913725 0.24 -0.58 -0.69
C 0.410876 -2.726890 -1.357439 0.76 -0.38 -1.02
C 1.582507 -3.674287 -1.666068 -0.02 0.67 1.57
S 2.341106 -4.134099 -0.042125 0.14 -0.99 -0.23
C 2.993732 -2.640719 0.523155 -0.40 0.38 0.19
N 4.102528 -2.054082 0.274236 0.43 -0.38 -0.74
N 4.109894 -0.894189 0.989012 0.72 0.70 0.19
C 3.015407 -0.845167 1.659240 0.89 0.22 -0.31
O 2.254692 -1.911146 1.419162 -0.85 -0.24 0.51
C -1.387758 -4.256182 -2.115747 -0.45 1.10 0.32
C -2.683616 -4.982148 -1.783020 1.40 -0.61 -0.98
N -3.624134 -4.305633 -0.811418 -0.03 -0.33 0.74
C -5.024825 -4.769956 -1.069790 -0.98 -1.67 0.02
F -5.766472 -4.688050 0.032938 0.32 1.06 0.18
F -4.897063 -6.119590 -1.204659 0.66 0.04 -0.49
C -5.889487 -4.341880 -2.261989 -1.67 0.07 -1.11
F -5.273004 -4.287550 -3.449926 0.84 -0.08 0.20
F -6.535007 -3.178954 -2.070277 0.41 0.52 0.55
C -3.355971 -2.856146 -0.539036 0.46 3.04 -1.05
S -3.585422 -2.050248 -2.235109 -0.10 -0.84 -0.73
C -4.434213 -2.114818 0.292486 -0.38 -1.05 0.15
C -4.534736 -2.120014 1.816858 -0.70 0.74 1.15
O -4.920047 -0.792966 2.174569 0.04 0.14 -0.66
C -5.652798 -3.017082 2.412964 0.33 1.11 1.09
F -5.937673 -2.549724 3.641259 0.04 -0.19 -0.03
F -6.787549 -2.973395 1.725177 0.02 -0.45 -0.29
F -5.227524 -4.277751 2.610284 -0.19 -0.36 -0.63
C -1.597596 -4.095652 3.511549 0.02 -1.59 -0.28
F -0.304824 -3.840961 3.701071 0.02 0.50 0.16
F -1.848368 -5.278407 4.093222 -0.11 0.22 0.12
F -2.359290 -3.184870 4.125375 0.18 0.43 -0.01
H -1.776572 -5.799886 0.827474 -0.11 -0.05 -0.02
H -3.018225 -4.314119 2.002715 -0.08 0.09 0.04
H -0.390708 -2.908369 1.384685 0.16 0.05 -0.03
H -1.752633 -2.102030 2.029915 -0.18 0.24 -0.12
H -1.291421 -0.831097 -1.362906 -0.01 -0.41 -0.29
H -2.474289 -0.487324 -0.178176 -0.20 -0.04 0.11
H -1.009051 -0.034269 1.470660 0.08 -0.20 0.25
H 0.339329 -0.949298 0.846890 -0.12 -0.02 -0.04
H -0.834537 1.237914 -0.854426 -0.10 0.21 -0.03
H -0.056935 1.750163 0.614636 0.03 0.04 0.20
H 1.723613 1.980544 -0.698825 0.49 -0.10 0.22
H 1.945019 0.211362 -0.483392 0.34 0.06 0.26
H 1.055048 1.804696 -2.832607 -0.36 0.07 -0.16
H 0.302570 0.235695 -2.672262 0.02 -0.31 -0.03
H 3.181183 1.109314 -3.086071 0.23 0.01 0.12
H 2.973737 -0.474713 -2.402710 -0.05 -0.27 0.06
H 1.675652 -1.125462 -4.500219 -0.01 -0.18 0.07
H 1.746024 0.520349 -5.030864 0.12 0.16 -0.21
H 5.515730 -4.650868 -3.811606 -0.23 -0.34 -0.09
H -0.409876 -4.247006 -0.257907 -0.39 0.03 0.46
H 0.817443 -2.063509 -0.604662 -0.40 0.31 -0.06
H 0.215876 -2.160330 -2.268390 -0.16 0.27 0.01
H 1.297535 -4.635341 -2.075328 0.13 -0.05 -0.36
H 2.342652 -3.157083 -2.232501 0.17 -0.18 -0.43
H 2.769134 -0.022881 2.308521 -0.76 -0.17 0.22
H -0.726245 -5.036143 -2.474993 0.28 -0.14 0.20
H -1.473948 -3.560444 -2.944837 -0.43 -0.04 -0.17
H -2.391295 -5.924117 -1.332260 -0.26 -0.13 0.33
H -3.152844 -5.267766 -2.716397 -0.69 0.32 0.11
H -3.427678 -4.760504 0.087696 -0.12 0.05 0.08
H -6.684113 -5.085086 -2.360112 0.11 -0.34 0.22
H -3.690488 -0.750357 -1.941649 -0.02 -0.17 0.45
H -4.405831 -1.074701 0.013577 0.44 0.26 0.17
H -5.419658 -2.382520 -0.085474 0.00 -0.19 -0.12
H -3.673642 -2.330863 2.436361 0.32 -0.49 -0.53
H -4.384626 -0.490578 2.911065 -0.09 0.01 0.19
C -10.632392 -1.465450 -2.627910 -0.01 0.16 -0.16
O -11.564421 -1.344073 -1.858792 0.04 -0.07 0.05
N -9.366709 -1.797768 -2.210159 0.03 -0.17 0.08
N -10.759519 -1.287014 -3.978130 -0.03 0.00 -0.01
H -8.584984 -1.905789 -2.829164 -0.04 -0.06 -0.04
H -9.232690 -1.938094 -1.226170 -0.02 0.06 0.02
H -11.669582 -1.046430 -4.323171 -0.02 0.00 0.01
H -10.001575 -1.384595 -4.626223 0.02 -0.03 0.02
C 0.711385 1.124435 4.433417 0.28 0.04 0.43
O 0.901578 1.109921 3.222631 0.02 -0.23 -0.29
N 0.004572 2.095495 5.052093 -0.29 0.02 -0.10
N 1.225628 0.167697 5.265481 -0.06 -0.14 -0.20
H -0.131745 2.138213 6.044982 0.08 0.16 0.01
H -0.376390 2.828584 4.483522 0.06 0.11 0.07
H 1.773757 -0.560610 4.850127 0.02 -0.02 0.04
H 1.084495 0.163571 6.257554 0.02 0.06 0.02
C 0.990820 5.607353 5.832059 0.25 0.12 -0.39
O 0.305146 4.916864 6.569432 0.04 -0.22 0.02
N 2.095266 5.124477 5.174068 -0.25 -0.02 0.42
N 0.705670 6.921567 5.596163 -0.09 0.01 0.06
H 2.659689 5.683091 4.562214 -0.05 0.00 -0.06
H 2.334479 4.152767 5.301741 0.19 -0.07 -0.14
H -0.095010 7.307280 6.060804 0.02 0.01 0.03
H 1.249492 7.509310 4.993964 0.02 -0.02 -0.01
C 4.218852 2.231583 6.565080 -0.02 0.01 0.62
O 3.911994 2.614872 5.441516 -0.08 0.11 -0.23
N 3.652438 2.737504 7.697311 -0.14 -0.31 -0.40
N 5.159366 1.262548 6.766568 -0.02 -0.03 -0.18
H 3.896277 2.436773 8.621983 0.04 0.07 0.03
H 2.959603 3.457162 7.592918 0.01 0.07 0.12
H 5.598668 0.871284 5.954265 0.04 0.01 0.01
H 5.430482 0.932461 7.672979 0.00 0.05 0.03
C -9.320552 -5.629800 -3.631765 -0.21 0.15 0.19
O -8.246568 -5.047739 -3.819798 0.21 -0.21 0.03
N -9.548890 -6.896316 -4.088404 0.17 -0.01 -0.14
N -10.338710 -5.056289 -2.963295 0.12 -0.06 0.16
H -10.411952 -7.386197 -3.943049 -0.03 0.05 0.08
H -8.808473 -7.347619 -4.591404 -0.01 0.00 -0.02
H -10.182502 -4.126518 -2.613760 -0.07 0.04 0.00
H -11.228379 -5.505235 -2.797118 -0.16 0.20 -0.17
C 6.821872 3.019141 1.692961 -0.12 -0.11 0.03
O 7.751498 3.766638 1.417536 -0.04 0.07 -0.12
N 6.446418 1.989205 0.882907 0.01 0.11 -0.01
N 6.088631 3.163379 2.838540 0.06 -0.04 -0.06
H 5.686760 1.368107 1.088930 -0.04 -0.14 -0.01
H 6.968744 1.850080 0.037068 0.05 -0.09 0.03
H 6.344036 3.913173 3.451695 -0.01 0.00 0.00
H 5.321059 2.569383 3.093850 -0.03 0.04 0.07
C -13.972736 -5.447291 -4.125670 -0.14 0.05 -0.15
O -13.231527 -5.480658 -3.153718 0.11 -0.18 0.05
N -15.302062 -5.179685 -4.012086 0.02 0.00 0.09
N -13.525426 -5.672844 -5.397200 0.09 -0.04 0.08
H -15.930668 -5.145281 -4.791333 0.02 0.00 -0.02
H -15.658141 -5.007974 -3.090128 0.00 0.01 0.01
H -12.549091 -5.867861 -5.514557 0.01 0.04 -0.03
H -14.116727 -5.649089 -6.205691 -0.03 0.01 0.01
C 8.679635 4.340231 -2.553500 -0.04 -0.02 0.39
O 8.728713 4.212689 -3.770350 -0.14 0.16 -0.10
N 9.560378 5.110396 -1.853786 0.18 0.18 -0.14
N 7.726009 3.729880 -1.791917 -0.08 -0.24 0.05
H 9.511840 5.227701 -0.858474 -0.06 -0.17 0.02
H 10.282476 5.586169 -2.375451 -0.10 0.08 -0.08
H 7.053646 3.161010 -2.270917 -0.06 0.12 -0.11
H 7.668337 3.828377 -0.790646 0.11 0.14 0.05
C 10.334661 8.191121 -3.932285 -0.30 0.09 0.07
O 10.879551 7.133503 -3.688619 0.44 -0.19 -0.04
N 9.274925 8.625812 -3.187182 -0.04 0.21 0.02
N 10.715990 9.005189 -4.962994 0.03 -0.07 0.00
H 8.781025 9.479705 -3.361525 0.04 0.04 0.02
H 8.976979 8.032623 -2.433898 -0.07 -0.06 -0.06
H 11.486869 8.698759 -5.526354 0.00 -0.02 0.00
H 10.271854 9.876843 -5.177136 0.00 0.02 0.05
C 5.550311 6.798620 -3.923603 0.31 0.05 -0.20
O 4.991021 5.889887 -3.334721 -0.14 0.01 0.06
N 6.833454 6.715294 -4.374438 -0.18 -0.26 0.18
N 4.921350 7.994040 -4.181226 -0.11 0.06 0.08
H 7.301411 7.456947 -4.857194 0.00 0.02 0.01
H 7.332582 5.852730 -4.206992 0.15 -0.09 -0.09
H 3.975989 8.091332 -3.864326 -0.01 -0.01 0.00
H 5.354471 8.756524 -4.664394 0.02 -0.03 -0.04
C 5.013008 5.435486 8.734077 0.17 0.09 -0.24
O 4.121719 5.487318 9.560622 -0.11 -0.14 0.04
N 6.315570 5.181537 9.071034 -0.04 -0.12 0.05
N 4.784408 5.621989 7.397351 -0.01 0.16 0.09
H 7.063571 5.134954 8.406216 -0.01 0.04 -0.02
H 6.517260 5.041012 10.043020 0.00 0.04 0.02
H 3.839075 5.810021 7.115982 0.01 -0.01 -0.05
H 5.500798 5.576925 6.698392 0.02 -0.02 0.02



[2]
128
Properties=species:S:1:pos:R:3:forces:R:3 method="wB97M-V/def2-TZVPD" lumo_energy_ha=-0.07363 energy_ev=-74793.469 charge=+1 largest_force_ev_per_a=1.89
C 6.458840 -1.522909 1.803928 0.63 0.09 -0.24
C 7.257094 -0.591224 0.854341 -0.74 -0.63 0.81
C 6.786537 0.844643 0.806096 1.23 0.65 -1.27
C 5.564298 1.272369 -0.048885 -0.18 0.02 -0.17
C 4.632759 0.196241 -0.626568 -0.12 -0.11 0.67
C 3.527772 -0.343553 0.289311 0.05 -0.21 -0.61
C 3.153803 -1.809362 0.074771 -0.10 -0.17 0.17
C 2.260089 -2.305775 1.224476 0.28 0.73 -0.08
C 1.108910 -1.337425 1.494079 -0.19 -0.66 0.24
C 0.132090 -1.857268 2.555461 -0.14 0.69 -0.21
C -0.975434 -0.827636 2.949948 0.50 -0.15 -0.51
C -0.870443 0.481744 2.198661 0.03 0.41 0.37
O -1.968764 1.323428 2.616788 -0.16 0.13 -0.71
C -1.997462 2.503612 1.938519 0.77 0.94 0.11
C -3.320690 2.806134 1.303103 -0.15 0.14 0.15
O -1.039189 3.258160 1.866057 -0.73 -1.14 -0.06
C 4.949920 2.478648 0.735930 0.77 0.16 -0.45
C 3.451123 2.830360 0.539497 0.45 -0.26 0.73
C 2.461244 2.286254 1.587432 -0.85 0.11 -0.70
O 2.119938 3.208249 2.589853 0.58 -0.01 0.22
S 5.872211 3.953554 0.141970 0.93 0.97 0.12
C 5.155958 4.464854 -1.399787 -0.39 0.00 0.20
O 7.249609 3.591423 -0.122350 -0.23 -0.40 -0.30
O 5.704723 5.026080 1.091720 -0.52 -0.19 0.04
C 5.375941 2.173155 2.188899 -1.28 -0.55 0.93
C 5.076354 3.131521 3.347131 0.05 0.52 0.37
C 4.263453 2.479971 4.468633 0.18 -0.52 0.16
C 5.025557 1.426663 5.267800 0.12 0.00 0.19
I 3.559418 3.985419 5.820831 -0.01 -0.03 -0.14
N 6.734138 1.548064 2.156710 0.38 -0.60 -0.64
C 7.907445 2.446826 2.435341 0.38 0.23 0.76
C 8.353190 2.422666 3.904003 -0.11 0.36 0.17
C 8.765256 3.823535 4.339280 0.41 0.50 -0.36
N 10.030257 4.202918 3.680997 -0.30 0.05 0.04
H 7.052073 -1.737318 2.691334 -0.16 0.09 0.23
H 5.499115 -1.101914 2.092088 -0.13 -0.09 0.06
H 6.299986 -2.488547 1.332558 -0.22 -0.04 -0.01
H 8.305042 -0.620671 1.148485 0.11 0.13 -0.06
H 7.218781 -0.992915 -0.153947 0.04 0.16 -0.17
H 7.601196 1.363546 0.305970 0.00 0.11 0.10
H 6.052717 1.673867 -0.936690 -0.09 0.12 -0.08
H 4.174282 0.615926 -1.520793 0.00 -0.04 -0.13
H 5.260739 -0.626290 -0.967805 0.08 -0.03 -0.10
H 3.792496 -0.223768 1.339840 0.00 0.06 0.06
H 2.636172 0.243474 0.084083 -0.07 0.10 0.33
H 2.632687 -1.939805 -0.875460 -0.01 0.10 -0.11
H 4.054348 -2.423774 0.014613 0.07 -0.04 0.02
H 2.885717 -2.327358 2.122482 -0.04 -0.31 0.11
H 1.884674 -3.306323 1.024021 0.01 -0.12 0.03
H 0.588679 -1.149908 0.552247 -0.07 0.14 -0.04
H 1.502614 -0.399684 1.875083 0.14 0.15 -0.20
H 0.716659 -2.081881 3.446095 -0.02 -0.30 0.05
H -0.340663 -2.765015 2.188730 0.06 -0.20 0.13
H -1.949694 -1.252059 2.722770 -0.17 0.01 0.26
H -0.896353 -0.599309 4.009108 -0.27 -0.07 0.13
H -0.942557 0.356638 1.115980 -0.05 -0.12 -0.03
H 0.047474 1.025457 2.411416 0.12 -0.07 0.11
H -3.731179 1.941372 0.787664 0.08 -0.13 0.03
H -4.040456 3.092555 2.069602 -0.02 -0.07 0.12
H -3.217793 3.639068 0.616971 0.08 0.06 -0.03
H 3.158606 2.516512 -0.458907 -0.02 0.02 -0.10
H 3.368344 3.913567 0.606889 -0.16 0.08 -0.07
H 2.812269 1.371256 2.050157 0.04 0.10 0.27
H 1.546624 2.007223 1.054620 0.03 -0.10 -0.06
H 1.450249 3.809848 2.257726 -0.37 0.02 -0.01
H 5.220663 3.691932 -2.158401 0.05 -0.09 -0.01
H 4.132907 4.785889 -1.231140 -0.08 -0.09 -0.06
H 5.724924 5.344457 -1.688826 0.26 -0.05 0.02
H 4.749996 1.301133 2.410324 -0.01 -0.07 -0.11
H 4.529139 3.997795 2.991536 0.02 -0.01 -0.21
H 5.982547 3.527155 3.803175 0.13 0.10 -0.21
H 3.363421 2.019719 4.077736 -0.15 0.23 -0.10
H 5.696912 0.828711 4.644141 -0.07 -0.10 -0.15
H 5.635983 1.873814 6.049978 0.14 0.06 -0.04
H 4.352434 0.729018 5.759949 -0.11 0.03 0.03
H 6.807825 0.785987 2.830382 -0.40 0.20 0.33
H 8.744123 2.145309 1.814590 -0.16 -0.06 -0.29
H 7.628305 3.459577 2.174042 -0.11 -0.01 -0.23
H 9.223403 1.783200 4.035039 -0.06 -0.23 0.03
H 7.561180 2.096872 4.576470 -0.10 -0.20 -0.08
H 8.891489 3.884340 5.416813 0.10 -0.20 0.08
H 7.987371 4.550260 4.077819 -0.29 -0.13 0.14
H 10.425856 5.005907 4.153836 0.13 -0.04 0.13
H 9.813968 4.554125 2.753821 0.12 -0.09 -0.13
C -2.113161 -1.506431 -1.192030 0.12 0.05 0.01
C -3.318182 -2.236663 -1.764403 0.07 0.07 -0.03
N -4.522037 -2.023178 -0.987045 -0.09 -0.08 0.08
C -5.600285 -2.937831 -1.325866 -0.08 -0.21 -0.01
C -6.193185 -2.861590 -2.736741 -0.13 -0.01 0.03
C -4.902371 -0.636994 -0.784991 0.06 0.23 0.05
C -5.124913 0.240981 -2.023508 -0.05 0.05 0.06
H -1.978932 -1.751950 -0.135417 -0.05 0.01 0.01
H -1.209290 -1.802417 -1.728148 -0.01 0.00 -0.02
H -2.208789 -0.422680 -1.287476 0.01 0.00 0.01
H -3.102841 -3.308133 -1.757315 -0.10 -0.03 -0.01
H -3.436002 -1.951297 -2.821495 0.04 -0.01 -0.01
H -6.402291 -2.810753 -0.594530 0.02 0.10 0.02
H -5.226533 -3.954227 -1.167219 0.09 0.03 -0.02
H -6.817408 -1.978422 -2.869158 0.05 0.04 -0.04
H -6.831737 -3.729975 -2.910222 0.02 -0.01 0.01
H -5.424387 -2.865675 -3.510114 0.02 0.02 0.01
H -4.130960 -0.164042 -0.168530 0.05 -0.05 -0.02
H -5.801321 -0.618026 -0.165023 -0.04 -0.11 -0.03
H -4.321837 0.132667 -2.754225 0.01 -0.02 0.00
H -5.153522 1.291780 -1.725909 0.00 0.00 0.00
H -6.069451 0.023414 -2.518169 0.04 -0.04 -0.06
C -12.836573 -3.193124 -6.539295 -0.03 -0.02 0.03
C -11.603964 -4.051082 -6.295644 -0.14 0.02 0.02
N -10.405554 -3.268624 -6.057329 0.15 0.02 -0.03
C -9.181820 -4.044882 -6.130132 0.11 -0.11 -0.12
C -8.968616 -5.156062 -5.095556 0.15 0.00 0.01
C -10.485351 -2.311512 -4.968614 -0.14 0.19 0.10
C -10.841039 -2.834621 -3.570339 0.07 0.07 0.04
H -12.654580 -2.469512 -7.334572 0.03 0.02 0.02
H -13.672281 -3.825807 -6.839859 0.00 -0.01 0.01
H -13.144586 -2.652703 -5.643297 0.00 0.01 -0.01
H -11.431239 -4.658189 -7.188037 0.11 -0.02 0.03
H -11.817308 -4.756318 -5.476900 -0.03 -0.02 -0.02
H -8.333882 -3.354897 -6.091171 -0.05 0.06 0.06
H -9.139044 -4.495978 -7.126598 -0.10 0.00 0.00
H -8.732880 -4.753756 -4.110925 -0.08 -0.02 0.03
H -8.122682 -5.777892 -5.397237 0.00 0.01 -0.02
H -9.834487 -5.812147 -5.005610 -0.04 0.04 0.00
H -11.221342 -1.550747 -5.241518 -0.04 -0.06 -0.03
H -9.535109 -1.773415 -4.918659 0.06 -0.09 -0.05
H -11.694915 -3.512756 -3.590947 0.00 -0.01 -0.02
H -11.109041 -1.995381 -2.924992 0.00 0.00 -0.01
H -10.005505 -3.349463 -3.097418 -0.03 -0.07 -0.02